# C17H31NO5

An isolated molecule of C17H31NO5 at a distorted geometry (the ωB97M-V functional and the def2-TZVPD basis, the OMol25 dataset).

```
54
Properties=species:S:1:pos:R:3:forces:R:3:nbo_charge:R:1
C -7.74478 -0.81273 -0.36084 4.797 -0.052 -4.705 -0.550
C -6.40406 -0.62383 0.41722 -8.784 13.042 1.130 -0.358
C -5.63421 0.73797 -0.00145 -4.992 -2.329 -0.245 -0.390
C -4.57340 0.94385 0.93447 1.972 -1.905 0.822 -0.397
C -3.50349 -0.26220 0.87111 -2.768 8.276 11.229 -0.343
C -2.88328 -0.39983 -0.26233 6.515 -0.323 -4.487 -0.442
C -1.73906 -1.39952 -0.00870 3.567 6.715 -4.940 -0.355
C -0.95310 -1.47007 -1.62796 7.641 5.111 10.082 -0.371
C 0.30127 -2.26956 -1.42929 -2.444 -1.045 4.702 -0.071
O 1.18040 -1.51875 -0.59015 -2.099 -3.784 2.688 -0.482
C 2.04183 -0.83233 -1.14955 3.417 6.794 3.296 0.782
O 1.98727 -0.24238 -2.15996 -0.533 0.024 -5.552 -0.598
C 2.90232 0.03797 -0.14090 0.850 -0.854 4.116 -0.155
C 3.01903 -0.60379 1.25836 3.491 -2.162 -1.489 -0.463
C 3.41766 -2.17025 0.99260 -0.669 0.757 5.748 0.785
O 3.15022 -3.02455 1.83592 -0.443 0.854 -1.340 -0.623
O 4.26977 -2.42130 0.06588 0.441 4.072 -2.849 -0.676
N 2.39239 1.38902 0.34921 4.719 -0.657 -3.960 -0.428
C 1.06738 1.39777 0.50052 -3.980 5.118 0.648 -0.256
C 0.86217 3.09548 0.85624 -6.349 -9.322 8.931 -0.007
O 1.14132 3.97547 0.07629 2.942 6.383 -8.770 -0.509
C 2.49642 3.77409 -0.40942 1.429 8.591 3.333 -0.087
C 2.75387 2.46073 -0.64931 4.304 -5.965 -3.129 -0.305
H -8.29997 -1.67553 -0.20937 -0.469 -2.064 0.482 0.202
H -7.32999 -0.83491 -1.59343 -1.751 0.077 3.223 0.151
H -8.40917 -0.05404 -0.24089 -1.660 2.641 0.133 0.191
H -6.04103 -1.42062 0.36814 6.894 -11.755 -0.784 0.155
H -6.83001 -0.49229 1.42101 0.809 0.034 0.411 0.180
H -5.29689 0.39798 -0.95956 0.346 0.938 -1.056 0.197
H -6.45917 1.58472 -0.06526 1.835 -1.654 -0.076 0.212
H -4.86655 1.05946 1.95768 -0.586 -0.092 0.609 0.200
H -4.10163 1.81279 0.68327 1.780 2.548 -0.564 0.192
H -2.83464 0.09887 1.78366 -0.623 -0.854 -1.579 0.165
H -4.04996 -0.96665 1.30932 -1.808 -3.972 1.169 0.202
H -3.67288 -0.64885 -0.79936 -2.738 -2.161 -4.237 0.206
H -2.56930 0.60313 -0.66939 0.375 -1.046 0.285 0.199
H -1.05590 -0.74261 0.64682 -0.722 -1.631 -0.703 0.201
H -1.92201 -2.30998 0.36703 -0.927 -3.274 1.241 0.194
H -1.58222 -2.00506 -1.93479 -9.340 -7.070 -6.181 0.175
H -0.69894 -0.48372 -1.93871 -0.478 0.506 -0.626 0.226
H 0.20133 -3.29127 -0.84204 -0.061 1.958 -1.729 0.200
H 0.76537 -2.26855 -2.28928 2.494 -1.210 -4.706 0.186
H 3.94549 0.07668 -0.38709 0.256 0.551 -1.200 0.225
H 3.78175 -0.01196 1.98394 -1.773 -1.773 -1.842 0.253
H 2.08313 -0.72455 1.66516 -1.997 0.041 1.437 0.216
H 4.52877 -3.28885 0.01196 0.767 -3.628 0.228 0.499
H 0.67176 0.80285 1.29710 -0.154 -0.184 0.668 0.201
H 0.37461 1.34445 -0.36192 0.500 -0.576 -0.401 0.153
H -0.30135 2.96322 1.06536 1.870 1.139 -0.328 0.156
H 1.32705 3.32362 1.83591 0.089 -0.896 0.358 0.132
H 2.78013 4.68531 -1.32955 -1.040 -3.305 2.875 0.243
H 3.21301 4.01254 0.57857 -1.666 0.209 -2.191 0.160
H 3.94328 2.39371 -0.90358 -2.740 -0.048 0.769 0.222
H 2.29503 2.22511 -1.58559 -0.509 -0.787 -0.944 0.202
```
Positions in Å, forces in eV/Å.

Output
Energy above the lowest of the compared OMol25 structures with the same formula, charge and spin: 347.9 kcal/mol
Structure (SMILES): CCCCCCCCCOC(=O)[C@H](CC(=O)O)N1CCOCC1
E_HOMO: -8.7 eV
Gap between HOMO and LUMO: 9.2803 eV
2S+1: 1